Record 1
A molecular structure, C29H62Cl18FGaNO3S2, computed with the ωB97M-V functional and the def2-TZVPD basis.

Geometry (Å):
N -1.36 2.70 -1.49
C -0.56 1.43 -1.60
C 0.71 1.58 -0.76
C 1.96 2.03 -1.52
C 1.76 3.08 -2.63
C 2.64 4.36 -2.45
Ga 1.42 6.01 -2.26
S 2.71 7.94 -2.65
C -0.19 5.94 -3.50
C -0.56 7.25 -4.20
C -0.76 8.42 -3.24
F -1.82 9.22 -3.72
C 0.81 6.18 -0.30
C 1.31 5.05 0.60
C 1.39 5.50 2.09
S 0.86 4.23 3.23
O 0.67 4.83 4.54
O -0.30 3.54 2.74
O 2.09 3.22 3.37
H -1.40 3.20 -2.37
H -2.28 2.53 -1.13
H -0.37 1.30 -2.66
H -1.22 0.66 -1.21
H 0.47 2.20 0.10
H 0.93 0.58 -0.35
H 2.62 2.50 -0.77
H 2.52 1.17 -1.87
H 2.08 2.62 -3.57
H 0.73 3.41 -2.72
H 3.33 4.25 -1.61
H 3.22 4.52 -3.36
H 3.66 7.54 -3.51
H -1.06 5.52 -2.98
H 0.05 5.22 -4.29
H 0.13 7.49 -5.01
H -1.53 7.12 -4.69
H -1.02 8.06 -2.25
H 0.13 9.05 -3.24
H -0.28 6.16 -0.30
H 1.11 7.14 0.15
H 0.55 4.26 0.57
H 2.29 4.68 0.33
H 0.76 6.37 2.27
H 2.43 5.71 2.32
H 2.05 2.90 4.29
Cl -1.12 -2.00 0.68
C -2.67 -2.77 0.25
C -2.84 -2.87 -1.24
Cl -3.04 -1.26 -1.98
H -3.47 -2.19 0.71
H -2.67 -3.77 0.69
H -3.73 -3.45 -1.48
H -1.98 -3.35 -1.71
Cl -0.26 -5.27 -2.33
C 1.39 -4.61 -2.52
C 1.45 -3.13 -2.18
Cl 0.57 -2.14 -3.37
H 1.72 -4.80 -3.53
H 2.04 -5.16 -1.84
H 2.48 -2.80 -2.19
H 1.02 -2.93 -1.20
Cl -2.63 6.69 1.15
C -3.78 7.95 0.65
C -4.62 7.52 -0.53
Cl -3.67 7.38 -2.03
H -3.22 8.85 0.42
H -4.43 8.15 1.50
H -5.39 8.27 -0.71
H -5.10 6.56 -0.34
Cl 2.52 -6.79 -4.55
C 0.98 -7.54 -5.05
C 0.83 -7.61 -6.54
Cl 0.64 -5.99 -7.27
H 0.18 -6.96 -4.59
H 0.96 -8.54 -4.63
H -0.06 -8.18 -6.79
H 1.69 -8.09 -7.01
Cl -1.87 -4.53 3.65
C -1.47 -2.95 4.37
C -2.22 -2.69 5.65
Cl -3.97 -2.47 5.36
H -1.67 -2.18 3.63
H -0.40 -2.96 4.58
H -1.86 -1.78 6.11
H -2.11 -3.51 6.35
Cl -2.41 -7.07 -4.41
C -4.18 -7.04 -4.32
C -4.67 -6.52 -2.99
Cl -4.31 -7.65 -1.66
H -4.55 -8.05 -4.52
H -4.53 -6.39 -5.12
H -5.75 -6.40 -3.02
H -4.22 -5.56 -2.75
Cl 1.59 -0.74 6.85
C 3.25 -0.10 6.75
C 3.36 1.29 7.31
Cl 2.52 2.49 6.29
H 3.56 -0.15 5.71
H 3.88 -0.78 7.33
H 4.40 1.59 7.35
H 2.94 1.36 8.30
Cl 1.30 -11.15 -6.85
C 1.33 -11.90 -5.24
C -0.05 -12.29 -4.76
Cl -1.06 -10.86 -4.42
H 1.80 -11.21 -4.55
H 1.95 -12.79 -5.31
H 0.03 -12.86 -3.84
H -0.57 -12.90 -5.50
Cl 3.56 3.23 11.13
C 2.54 2.01 11.94
C 3.23 0.67 12.00
Cl 3.39 -0.07 10.39
H 1.60 1.95 11.40
H 2.35 2.37 12.95
H 2.63 -0.02 12.60
H 4.22 0.74 12.44

Its net charge is -1. The calculation puts the strongest force on any atom at 2.1 eV/Å. As for the HOMO energy: -0.161 hartree. The total energy is -12527.199611 a.u. For the energy above the lowest of the compared OMol25 structures with the same formula, charge and spin, the calculation gives 0.000 eV. The value obtained for the LUMO energy is 1.40 eV. The orbital gap comes out at 5.790 eV.

---

Record 2
4 unconnected molecules or ions with the total composition C29H62ClIO16Si, computed with the ωB97M-V functional and the def2-TZVPD basis.

Geometry (Å):
C -3.28 -4.86 -0.17
C -2.41 -4.30 0.93
O -2.58 -4.52 2.11
O -1.41 -3.52 0.45
C -1.29 -2.27 1.20
C -0.52 -1.23 0.44
C -1.03 -0.85 -0.97
C -2.54 -1.07 -1.11
C -3.47 -0.43 -0.05
O -2.76 0.41 0.83
Si -3.45 0.89 2.27
C -4.91 1.97 1.81
C -2.20 1.82 3.27
C -4.01 -0.57 3.30
C -0.28 -1.79 -1.97
C 1.03 -1.20 -2.44
O 1.99 -1.02 -1.69
O 1.09 -0.94 -3.75
O -0.56 0.52 -1.14
C -0.94 1.32 -2.16
O -1.17 0.63 -3.34
Cl -2.48 2.29 -1.82
C 0.18 2.44 -2.31
I 0.59 2.78 -4.42
O 1.33 2.12 -1.64
C 1.80 3.01 -0.65
C 2.97 3.88 -1.22
O 3.20 3.64 -2.58
O 3.94 2.40 -2.61
C 2.35 2.25 0.54
O 1.36 1.77 1.42
C 1.53 2.13 2.78
O 1.22 1.08 3.62
C 2.10 -0.02 3.52
C 3.52 0.27 4.00
O 3.54 1.17 5.10
H -4.07 -4.15 -0.41
H -2.68 -5.04 -1.06
H -3.70 -5.80 0.17
H -2.29 -1.95 1.48
H -0.77 -2.47 2.13
H -0.47 -0.33 1.04
H 0.51 -1.57 0.31
H -2.88 -0.79 -2.10
H -2.67 -2.15 -1.07
H -4.01 -1.22 0.49
H -4.24 0.15 -0.56
H -4.62 2.48 0.88
H -5.79 1.37 1.59
H -5.10 2.71 2.58
H -1.80 2.69 2.76
H -2.71 2.13 4.18
H -1.40 1.15 3.58
H -4.81 -1.12 2.79
H -3.22 -1.29 3.49
H -4.43 -0.24 4.25
H 0.02 -2.71 -1.47
H -0.92 -1.99 -2.82
H 2.00 -0.65 -3.93
H -2.10 0.70 -3.57
H -0.23 3.39 -1.99
H 0.99 3.65 -0.27
H 3.89 3.66 -0.68
H 2.76 4.95 -1.13
H 4.02 2.25 -3.56
H 2.96 1.42 0.18
H 3.02 2.94 1.06
H 0.85 2.94 3.03
H 2.56 2.47 2.96
H 1.66 -0.80 4.14
H 2.12 -0.38 2.50
H 4.13 0.66 3.18
H 3.99 -0.66 4.32
H 3.97 1.98 4.84
C 6.16 -2.42 -3.50
C 6.01 -0.98 -3.96
C 6.90 -0.04 -3.16
O 4.64 -0.57 -3.85
H 5.88 -2.52 -2.45
H 5.51 -3.08 -4.08
H 7.19 -2.77 -3.61
H 6.25 -0.91 -5.02
H 6.64 -0.07 -2.10
H 6.78 0.99 -3.50
H 7.95 -0.32 -3.26
H 4.39 -0.62 -2.92
C -4.38 6.97 3.54
C -3.24 6.08 3.09
C -2.39 6.74 2.02
O -3.73 4.82 2.64
H -5.05 7.18 2.69
H -4.97 6.48 4.31
H -4.02 7.92 3.93
H -2.61 5.84 3.95
H -3.00 6.94 1.13
H -1.57 6.08 1.72
H -1.97 7.68 2.36
H -4.29 4.98 1.87
C 0.30 -8.18 -2.07
C -0.20 -6.91 -2.74
C 0.39 -5.66 -2.10
O -1.63 -6.87 -2.70
H 0.01 -8.19 -1.02
H -0.13 -9.06 -2.55
H 1.39 -8.25 -2.13
H 0.06 -6.93 -3.80
H 0.10 -5.59 -1.05
H 0.03 -4.77 -2.61
H 1.48 -5.68 -2.16
H -1.89 -6.87 -1.78

Its net charge is 0. The calculation puts the strongest force on any atom at 1.4 eV/Å. As for the HOMO energy: -0.325 hartree. The total energy is -3393.320773 a.u. The value obtained for the LUMO energy is 0.42 eV. The orbital gap comes out at 9.257 eV.

---

- The highest strongest force on any atom belongs to which entry?
  C29H62Cl18FGaNO3S2

---

- The lowest strongest force on any atom belongs to which entry?
  C29H62ClIO16Si

---

- Among the records above, which one has the lowest strongest force on any atom?
  C29H62ClIO16Si